# 1
DFT (the ωB97M-V functional and the def2-TZVPD basis) results for a molecular structure, C23H23AsCuP.

LUMO energy (alpha / beta) = 2.81 / 2.78 eV
Energy above the lowest of the compared OMol25 structures with the same formula, charge and spin = 0.00 kcal/mol
E_tot = -138984.927 eV
HOMO energy (alpha / beta) = -1.905 / -1.765 eV
Net charge = -1
Spin multiplicity = 2
Frontier orbital gap (alpha / beta) = 4.7 / 4.5 eV

Element x y z (Å)
C 0.47350 1.35118 -3.98669
C 0.21803 0.46978 -4.97612
C -0.11736 -0.89125 -4.85387
C -0.22771 -1.62991 -3.66778
C -0.11355 -1.20112 -2.38829
Cu -0.07963 0.54975 -2.53988
P 0.21172 2.81909 -1.65788
H 0.79622 2.37561 -4.21636
H 0.30486 0.83173 -6.01148
H -0.23402 -1.45276 -5.78532
H -0.25619 -1.93287 -1.57543
H -0.41579 -2.70568 -3.80627
H -0.88013 3.41830 -0.95731
H 0.41149 3.82857 -2.64123
H 1.30891 3.14692 -0.79718
C -1.03204 3.15384 3.54104
C 0.27473 2.67509 3.40129
C 0.59391 1.78680 2.36720
C -0.41693 1.33128 1.51394
C -1.72611 1.80997 1.64636
C -2.02901 2.73147 2.65345
As -0.04482 0.06822 0.02681
C 1.74736 -0.56335 0.57829
C 2.79693 -0.38278 -0.33637
C 4.11317 -0.64459 0.06142
C 4.37446 -1.13691 1.34468
C 3.31840 -1.37645 2.23040
C 1.99917 -1.08327 1.85380
C -1.43081 -1.25818 0.51007
C -1.13883 -2.43447 1.20921
C -2.17961 -3.33001 1.50170
C -3.48790 -3.05783 1.08771
C -3.76640 -1.89095 0.36704
C -2.73431 -0.99490 0.06351
H -1.27397 3.85927 4.33785
H 1.05255 2.99478 4.09723
H 1.62213 1.44969 2.23444
H -2.50486 1.47151 0.96224
H -3.04600 3.11682 2.74708
H 2.58301 -0.02864 -1.34721
H 4.93395 -0.46058 -0.63439
H 5.40331 -1.33537 1.65231
H 3.51639 -1.78188 3.22481
H 1.18151 -1.24255 2.55995
H -0.11548 -2.65213 1.51598
H -1.96148 -4.24533 2.05568
H -4.29380 -3.75639 1.32103
H -4.78350 -1.67044 0.03787
H -2.94550 -0.09909 -0.52530

Atom charges from the natural (NBO) analysis, given in e for atoms 1 to 8: atom 1 (C): -0.829, atom 2 (C): -0.274, atom 3 (C): -0.407, atom 4 (C): -0.237, atom 5 (C): -0.898, atom 6 (Cu): 0.876, atom 7 (P): 0.074, atom 8 (H): 0.161

=====

# 2
DFT (the ωB97M-V functional and the def2-TZVPD basis) results for a molecular structure, C37H42F11N7O2PPdS4Sb.

LUMO energy (alpha / beta) = 3.78 / 2.90 eV
Energy above the lowest of the compared OMol25 structures with the same formula, charge and spin = 0.87 kcal/mol
E_tot = -146120.060 eV
HOMO energy (alpha / beta) = -1.949 / -1.797 eV
Net charge = -2
Spin multiplicity = 5
Frontier orbital gap (alpha / beta) = 5.7 / 4.7 eV

Element x y z (Å)
Pd -0.64598 0.51913 -0.14472
S -3.11297 0.26556 4.63877
Sb -2.96314 0.54225 2.31105
S -1.28175 -1.05274 1.62006
S -0.09038 2.30450 1.53211
S -4.98834 -0.41573 1.59757
F 3.80258 4.10676 -4.71138
C 2.77026 3.65700 -3.96059
C 2.93706 2.60969 -3.07409
F 4.14363 2.02579 -2.96760
C 1.88490 2.17321 -2.30042
F 2.10012 1.13315 -1.48415
C 0.58856 2.76697 -2.31060
O -0.39235 2.43373 -1.55687
C 0.47747 3.81056 -3.26393
F -0.71442 4.42313 -3.41204
C 1.52273 4.23642 -4.05601
F 1.33473 5.23807 -4.93897
N -6.16272 -1.15145 -4.30576
C -7.14678 -0.96242 -5.24564
C -7.88885 -1.84105 -6.02649
C -8.81599 -1.28166 -6.88906
C -8.99232 0.10822 -6.96217
C -8.25110 0.97507 -6.17851
C -7.30645 0.43255 -5.30969
N -6.43438 1.05152 -4.43585
C -5.77265 0.08666 -3.85778
C -4.71763 0.24539 -2.85063
C -4.19231 1.50114 -2.57369
C -3.21413 1.61883 -1.60792
N -2.73828 0.57227 -0.93118
C -3.23854 -0.63032 -1.19325
C -4.22645 -0.83447 -2.13902
H -5.76842 -2.02853 -4.02001
H -7.74932 -2.91373 -5.96374
H -9.41351 -1.92617 -7.52138
H -9.72952 0.50752 -7.64778
H -8.39038 2.04780 -6.23460
H -4.55821 2.36714 -3.10722
H -2.79061 2.57850 -1.35017
H -2.84162 -1.44657 -0.60367
H -4.61637 -1.83705 -2.26758
N 1.05015 1.14123 1.37885
P 1.86754 0.25839 2.43824
N 1.28963 -0.01117 3.95869
C 0.48260 1.08818 4.52490
C 0.76185 1.24436 6.01681
C 0.51073 -0.08677 6.73109
C 1.33088 -1.19854 6.07466
C 1.00019 -1.29637 4.58725
N 3.29185 1.12543 2.65776
C 4.32276 0.56347 3.53682
C 4.71187 1.55481 4.62654
C 5.31420 2.83189 4.00747
C 4.77298 3.06163 2.58706
C 3.33466 2.57705 2.46516
N 2.45714 -1.16694 1.85074
C 1.68405 -2.42157 1.71233
C 2.64012 -3.58652 1.96525
C 3.78256 -3.57587 0.94685
C 4.47059 -2.20807 0.94678
C 3.44259 -1.09475 0.74785
H -0.58298 0.86840 4.40611
H 0.70654 2.01510 3.99693
H 0.09372 2.01535 6.40894
H 1.79504 1.56613 6.18422
H -0.55471 -0.32622 6.64651
H 0.76201 -0.00220 7.79235
H 1.12076 -2.16136 6.54961
H 2.40053 -0.98323 6.19099
H -0.06081 -1.54759 4.46075
H 1.60862 -2.07014 4.12423
H 5.21583 0.30117 2.95174
H 3.93867 -0.35543 3.97743
H 5.42229 1.08547 5.31146
H 3.81612 1.80385 5.19698
H 6.40402 2.74976 3.96938
H 5.07776 3.69130 4.63949
H 5.38079 2.51579 1.86139
H 4.82093 4.12063 2.32987
H 2.93944 2.80798 1.47606
H 2.71241 3.11390 3.19839
H 1.25332 -2.47528 0.70691
H 0.85884 -2.43792 2.41148
H 2.08747 -4.52862 1.91588
H 3.05320 -3.48620 2.97683
H 3.37258 -3.76496 -0.04458
H 4.50433 -4.36695 1.17284
H 5.22252 -2.15324 0.15449
H 4.97399 -2.05529 1.90787
H 2.92702 -1.22933 -0.20708
H 3.92010 -0.11983 0.73969
C -0.76478 -3.41908 -2.51146
C -0.06347 -2.04533 -2.48545
O -0.08982 -1.48145 -1.26891
C 1.41945 -2.29332 -2.92310
F 2.07631 -2.95895 -1.94583
F 1.55642 -3.07179 -4.03408
F 2.11009 -1.16708 -3.15190
C -0.71750 -1.14977 -3.63308
F -1.94991 -1.61122 -3.99377
F -0.88359 0.11158 -3.24550
F -0.01043 -1.10296 -4.79355
H -0.28690 -4.04510 -1.75774
H -0.71555 -3.90201 -3.49013
H -1.80574 -3.27108 -2.22911

Atom charges from the Löwdin analysis, given in e for atoms 1 to 8: atom 1 (Pd): 0.615, atom 2 (S): -0.330, atom 3 (Sb): 0.094, atom 4 (S): -0.006, atom 5 (S): 0.587, atom 6 (S): -0.297, atom 7 (F): 0.065, atom 8 (C): -0.174

=====

# 3
DFT (the ωB97M-V functional and the def2-TZVPD basis) results for a single C7H15FO3Si molecule.

LUMO energy = 0.78 eV
E_tot = -24241.296 eV
HOMO energy = -10.348 eV
Net charge = 0
Frontier orbital gap = 11.1 eV
SMILES = C[Si](C)(C)OCC[C@@H](F)OC=O

Element x y z (Å)
C 0.61428 0.88613 2.16422
Si -0.77660 -0.28355 1.67284
C -2.40039 0.57586 2.02673
C -0.64242 -1.84715 2.70918
O -0.64092 -0.78347 0.08822
C -0.87153 0.20845 -0.90700
C -0.29947 -0.29740 -2.21349
C 1.19660 -0.13831 -2.28012
F 1.80728 -1.36148 -2.39147
O 1.52732 0.63810 -3.41127
C 2.88423 0.79477 -3.60148
O 3.44148 1.87182 -3.45040
H 1.34875 0.98961 1.37205
H 0.25235 1.88170 2.39139
H 1.12233 0.53494 3.05022
H -2.34946 0.87568 3.06933
H -3.24856 -0.08917 1.94602
H -2.56649 1.47908 1.45442
H 0.38673 -1.95317 3.02499
H -1.32237 -1.84704 3.54791
H -0.87469 -2.69743 2.07928
H -0.39444 1.14851 -0.63616
H -1.93778 0.35690 -1.02205
H -0.77526 0.15540 -3.06949
H -0.49154 -1.36121 -2.23234
H 1.60467 0.34422 -1.39803
H 3.40589 -0.08181 -3.98350

Atom charges from the natural (NBO) analysis, given in e for atoms 1 to 8: atom 1 (C): -1.145, atom 2 (Si): 1.874, atom 3 (C): -1.143, atom 4 (C): -1.126, atom 5 (O): -0.881, atom 6 (C): -0.057, atom 7 (C): -0.480, atom 8 (C): 0.479

=====

# 4
DFT (the ωB97M-V functional and the def2-TZVPD basis) results for a single C3H6N2O6 molecule.

LUMO energy = -1.14 eV
Energy above the lowest of the compared OMol25 structures with the same formula, charge and spin = 13.69 kcal/mol
E_tot = -18465.659 eV
HOMO energy = -11.384 eV
Net charge = 0
Frontier orbital gap = 10.2 eV
SMILES = C[C@@H](O)C(O)([N+](=O)[O-])[N+](=O)[O-]

Element x y z (Å)
C 0.66209 -1.83090 0.08481
C -0.54697 -0.89186 0.08896
O -1.38834 -1.03780 1.22964
C -0.02965 0.59816 -0.03647
O 0.97539 1.05016 1.18136
N -1.10449 1.57824 -0.00214
O -2.04187 1.33758 -0.72931
O -1.04879 2.42141 0.78782
N 0.77153 0.82676 -1.27832
O 0.09471 0.69906 -2.30129
O 1.89142 1.25211 -1.17578
H 0.21192 -2.86193 -0.29674
H 1.20026 -1.91155 1.03695
H 1.27425 -1.44205 -0.69272
H -1.22325 -0.97471 -0.76056
H -1.12322 -0.61610 2.08595
H 1.42500 1.80340 0.77783

Atom charges from the natural (NBO) analysis, given in e for atoms 1 to 8: atom 1 (C): -0.628, atom 2 (C): 0.082, atom 3 (O): -0.720, atom 4 (C): 0.377, atom 5 (O): -0.693, atom 6 (N): 0.494, atom 7 (O): -0.353, atom 8 (O): -0.294